[1]
This record from OMol25 describes C24H29N4O4PReS2 as an isolated structure. The level of theory is wB97M-V/def2-TZVPD.

Each line ends with the Mulliken charge.
CARTESIAN COORDINATES (ANGSTROEM)
Re -0.351 0.738 -0.467  2.381
O 1.418 -0.211 -0.142  -0.235
S 2.921 -0.522 0.195  0.130
C 3.015 -0.347 1.975  0.888
C 3.281 -1.414 2.822  -0.288
C 3.440 -1.154 4.176  -0.736
C 3.353 0.144 4.661  -0.587
C 3.097 1.206 3.797  -0.751
C 2.934 0.964 2.444  -0.594
C 3.083 -2.281 -0.045  0.382
C 4.355 -2.721 -0.388  -0.282
C 4.576 -4.087 -0.489  -0.713
C 3.524 -4.972 -0.285  -0.540
C 2.256 -4.507 0.053  -0.793
C 2.017 -3.147 0.164  -0.034
H 3.373 -2.427 2.454  0.382
H 3.648 -1.975 4.848  0.448
H 3.505 0.335 5.715  0.452
H 3.072 2.220 4.171  0.485
H 2.796 1.792 1.755  0.518
H 5.164 -2.023 -0.572  0.489
H 5.562 -4.451 -0.743  0.471
H 3.689 -6.033 -0.412  0.457
H 1.453 -5.205 0.250  0.466
H 1.036 -2.769 0.426  0.468
N 0.304 -0.734 -3.211  -0.136
C -0.685 -1.388 -2.572  0.956
C -1.278 -2.506 -3.189  -0.925
C -2.245 -3.223 -2.541  -0.516
C -2.647 -2.827 -1.249  -0.780
C -2.075 -1.728 -0.693  -0.509
N -1.111 -0.992 -1.330  0.148
H 0.627 -1.087 -4.099  0.297
H 0.788 0.064 -2.843  -0.161
H -0.941 -2.777 -4.182  0.500
H -2.691 -4.089 -3.013  0.496
H -3.397 -3.380 -0.704  0.538
H -2.365 -1.378 0.285  0.473
S -0.741 0.921 1.863  -0.354
C -2.446 1.090 2.230  0.262
N -2.772 1.573 3.452  0.025
C -4.058 1.662 3.850  -0.047
C -5.052 1.252 2.994  -0.767
C -4.653 0.770 1.751  0.029
N -3.368 0.705 1.380  -0.205
H -2.038 1.861 4.094  0.282
H -4.247 2.056 4.841  0.468
H -6.094 1.296 3.282  0.460
H -5.379 0.411 1.030  0.502
C -1.716 5.727 -1.966  -0.687
O -1.311 4.332 -2.194  -0.354
P -0.653 3.342 -1.190  0.291
O 0.206 2.380 -2.251  -0.343
C 1.103 2.926 -3.278  -0.817
O -1.859 2.070 -1.059  -0.169
C -2.799 1.830 -2.164  -0.760
H -1.600 6.240 -2.916  0.288
H -1.092 6.201 -1.212  0.382
H -2.761 5.756 -1.668  0.303
H 1.123 2.221 -4.105  0.307
H 2.102 3.070 -2.873  0.335
H 0.710 3.873 -3.640  0.331
H -3.496 1.064 -1.836  0.321
H -2.275 1.513 -3.064  0.310
H -3.336 2.751 -2.371  0.361

The spin multiplicity is 4. The HOMO-LUMO gap (spin up / spin down) is 4.829 / 5.015 eV. The value obtained for the total energy is -2666.4389 Ha. Its HOMO energy (spin up / spin down) is -19.02 / -19.02 eV. As for the net charge: +4.



[2]
This record from OMol25 describes an isolated molecule of C24H29N7O4S2. The level of theory is wB97M-V/def2-TZVPD.

Each line ends with the Mulliken charge.
CARTESIAN COORDINATES (ANGSTROEM)
C 5.614 0.087 6.362  -1.090
C 4.876 -1.251 6.304  -0.932
N 3.439 -1.088 6.237  0.263
C 2.749 -1.084 7.509  -0.930
C 2.290 -2.481 7.930  -1.085
C 2.778 -0.954 5.056  2.085
C 1.371 -0.969 4.988  -0.475
C 0.714 -0.833 3.793  -1.405
C 1.406 -0.660 2.589  0.420
C 0.621 -0.534 1.361  0.908
O -0.564 -0.836 1.294  -0.829
N 1.297 -0.020 0.270  -0.075
C 0.829 0.132 -1.013  0.230
S 1.783 0.923 -2.104  -0.413
N -0.415 -0.318 -1.259  -0.006
C -0.999 -0.420 -2.516  0.315
C -2.287 0.077 -2.710  -0.284
C -2.862 0.039 -3.960  -0.363
S -4.497 0.724 -4.216  1.482
O -5.023 1.133 -2.943  -0.675
O -5.269 -0.180 -5.014  -0.773
N -4.085 2.027 -5.191  0.016
C -5.052 2.394 -6.209  -0.760
C -6.150 3.278 -5.613  -0.431
O -5.596 4.415 -4.988  -0.417
C -4.724 4.047 -3.941  -0.520
C -3.577 3.174 -4.463  -0.628
C -2.190 -0.487 -5.048  -0.904
C -0.932 -1.027 -4.863  -0.888
C -0.336 -1.012 -3.604  0.453
N 0.896 -1.645 -3.427  0.281
C 1.946 -1.724 -4.278  -0.001
N 2.903 -2.436 -3.746  -0.657
C 2.402 -2.788 -2.544  -0.201
N 1.201 -2.327 -2.311  -0.669
C 2.802 -0.658 2.642  -1.299
C 3.467 -0.801 3.836  -0.659
H 5.306 0.653 7.238  0.318
H 6.686 -0.081 6.418  0.380
H 5.398 0.684 5.480  0.308
H 5.220 -1.836 5.448  0.501
H 5.106 -1.829 7.202  0.375
H 1.896 -0.404 7.461  0.489
H 3.436 -0.687 8.262  0.378
H 1.783 -2.433 8.890  0.382
H 1.609 -2.899 7.194  0.304
H 3.143 -3.149 8.021  0.318
H 0.780 -1.105 5.879  0.260
H -0.365 -0.855 3.760  0.423
H 2.237 0.328 0.403  0.269
H -0.936 -0.605 -0.418  0.385
H -2.840 0.503 -1.886  0.611
H -5.472 1.470 -6.604  0.435
H -4.519 2.933 -6.999  0.350
H -6.818 3.652 -6.391  0.376
H -6.724 2.687 -4.883  0.310
H -4.342 4.980 -3.522  0.386
H -5.272 3.488 -3.171  0.334
H -2.971 2.805 -3.636  0.313
H -2.946 3.751 -5.148  0.385
H -2.673 -0.492 -6.011  0.463
H -0.411 -1.488 -5.688  0.448
H 1.983 -1.238 -5.230  0.410
H 2.936 -3.391 -1.839  0.432
H 3.395 -0.573 1.742  0.298
H 4.544 -0.788 3.816  0.271

The structure (SMILES) is CCN(CC)c1ccc(C(=O)NC(=S)Nc2cc(S(=O)(=O)N3CCOCC3)ccc2-n2cncn2)cc1. The HOMO-LUMO gap is 8.141 eV. The value obtained for the total energy is -2412.5930 Ha. Its HOMO energy is -8.13 eV.



[3]
This record from OMol25 describes C24H30BF2I2N2O3Se2Sn as an isolated structure. The level of theory is wB97M-V/def2-TZVPD.

Each line ends with the Mulliken charge.
CARTESIAN COORDINATES (ANGSTROEM)
Sn 0.744 -0.745 1.085  0.738
I -6.533 1.562 -3.378  0.047
C -5.224 0.946 -1.868  -0.597
C -5.735 0.471 -0.671  -0.203
C -4.840 0.063 0.307  -0.412
I -5.638 -0.482 2.164  -0.004
C -3.459 0.089 0.090  0.084
O -2.564 -0.327 1.038  0.460
C -2.957 0.632 -1.081  0.839
C -1.487 0.769 -1.383  -1.414
N -0.655 1.179 -0.254  0.591
C -1.098 2.412 0.395  -0.840
C -0.646 2.541 1.835  0.200
C -0.662 3.772 2.479  -0.878
C -0.298 3.825 3.813  -0.382
C 0.070 2.657 4.462  -0.583
C 0.073 1.479 3.736  -1.047
N -0.285 1.430 2.455  0.701
C -3.858 1.054 -2.055  -0.653
H -6.799 0.435 -0.488  0.408
H -1.409 1.489 -2.205  0.538
H -1.101 -0.189 -1.743  0.139
H 0.275 1.344 -0.638  0.100
H -2.192 2.430 0.394  0.160
H -0.766 3.298 -0.158  0.504
H -0.944 4.668 1.938  0.457
H -0.288 4.773 4.337  0.390
H 0.378 2.657 5.498  0.423
H 0.386 0.540 4.178  0.663
H -3.470 1.464 -2.978  0.483
O 4.514 2.834 -0.615  -0.629
C 4.299 2.227 0.666  -1.354
C 4.798 0.784 0.730  2.731
C 6.313 0.829 0.474  -1.385
O 6.931 -0.458 0.501  -0.577
C 4.575 0.156 2.126  -1.612
Se 3.005 0.723 3.188  -0.530
C 4.186 -0.077 -0.385  -1.606
Se 2.308 0.242 -0.900  -0.448
H 3.916 2.386 -1.226  0.354
H 3.245 2.252 0.936  0.363
H 4.839 2.827 1.399  0.554
H 6.771 1.489 1.222  0.440
H 6.519 1.245 -0.512  0.455
H 6.662 -0.879 1.324  0.385
H 5.450 0.356 2.752  0.420
H 4.495 -0.927 2.014  0.400
H 4.275 -1.136 -0.158  0.390
H 4.722 0.093 -1.319  0.510
F -3.155 -2.611 0.956  -0.155
B -2.515 -1.597 1.528  0.086
F -1.843 -1.823 2.642  -0.218
C -2.144 -4.827 -1.841  -1.612
C -1.479 -3.567 -2.413  2.344
C -0.377 -3.982 -3.397  -1.767
C -2.532 -2.725 -3.147  -1.580
C -0.880 -2.760 -1.331  0.489
C -0.298 -2.080 -0.503  -1.680
H -2.574 -5.426 -2.650  0.415
H -2.936 -4.563 -1.143  0.312
H -1.411 -5.434 -1.308  0.389
H -0.804 -4.569 -4.215  0.408
H 0.379 -4.584 -2.892  0.380
H 0.116 -3.103 -3.814  0.360
H -2.991 -3.309 -3.951  0.465
H -2.076 -1.834 -3.583  0.343
H -3.318 -2.408 -2.458  0.245

The HOMO-LUMO gap is 4.900 eV. The value obtained for the total energy is -7105.0700 Ha. Its HOMO energy is -3.28 eV. As for the net charge: -1.



[4]
This record from OMol25 describes C24H30BF2I2N2O3Se2Sn as an isolated structure. The level of theory is wB97M-V/def2-TZVPD.

Each line ends with the Mulliken charge.
CARTESIAN COORDINATES (ANGSTROEM)
Sn 0.793 0.415 -0.134  0.819
I -1.508 6.923 -4.399  -0.015
C -0.861 5.098 -3.555  -0.319
C -1.003 3.922 -4.271  -0.511
C -0.568 2.753 -3.682  -0.181
I -0.705 0.929 -4.700  0.058
C 0.027 2.686 -2.391  0.361
O 0.516 1.555 -1.996  -0.566
C 0.093 3.919 -1.678  0.884
C 0.645 3.971 -0.279  -1.663
N -0.027 3.086 0.673  0.195
C -1.437 3.313 0.988  -1.824
C -2.344 2.766 -0.084  1.182
C -3.105 3.634 -0.840  -0.957
C -3.884 3.191 -1.894  -0.292
C -3.853 1.832 -2.176  -0.787
C -3.107 0.994 -1.391  -0.210
N -2.375 1.419 -0.329  -0.008
C -0.327 5.094 -2.280  -0.548
H -1.439 3.909 -5.260  0.399
H 0.632 5.019 0.061  0.395
H 1.687 3.638 -0.308  0.410
H 0.504 3.088 1.533  0.214
H -1.673 4.378 1.138  0.351
H -1.632 2.787 1.918  0.496
H -3.063 4.688 -0.603  0.326
H -4.465 3.885 -2.486  0.433
H -4.407 1.418 -3.007  0.405
H -3.069 -0.067 -1.576  0.574
H -0.240 6.025 -1.732  0.361
O -0.964 -2.295 4.693  -0.595
C 0.191 -2.716 3.975  -0.721
C 1.512 -2.261 4.625  1.158
C 1.712 -3.016 5.953  -1.115
O 0.756 -2.678 6.942  -0.562
C 2.654 -2.578 3.668  -1.222
Se 2.567 -1.391 2.066  -0.104
C 1.524 -0.762 4.903  -1.051
Se 1.329 0.199 3.200  -0.039
H -1.296 -1.486 4.288  0.346
H 0.148 -2.369 2.941  0.296
H 0.179 -3.811 3.957  0.429
H 2.691 -2.773 6.375  0.425
H 1.696 -4.096 5.745  0.404
H -0.111 -2.649 6.513  0.397
H 2.595 -3.599 3.287  0.488
H 3.617 -2.434 4.157  0.444
H 2.463 -0.473 5.376  0.445
H 0.697 -0.464 5.542  0.477
F -1.732 0.585 1.854  -0.312
B -1.638 0.338 0.465  0.744
F -2.239 -0.891 0.190  -0.369
C 2.377 -4.472 -2.243  -1.630
C 1.436 -3.486 -2.947  2.209
C 2.063 -3.029 -4.271  -1.493
C 0.082 -4.159 -3.217  -1.591
C 1.209 -2.315 -2.087  0.063
C 0.953 -1.357 -1.384  -1.786
H 2.524 -5.366 -2.858  0.379
H 1.961 -4.769 -1.280  0.361
H 3.347 -4.005 -2.063  0.377
H 2.193 -3.880 -4.947  0.382
H 3.036 -2.571 -4.088  0.386
H 1.426 -2.285 -4.751  0.280
H 0.203 -5.037 -3.860  0.397
H -0.591 -3.452 -3.702  0.337
H -0.375 -4.466 -2.276  0.387

The HOMO-LUMO gap is 5.002 eV. The value obtained for the total energy is -7105.0328 Ha. Its HOMO energy is -2.94 eV. As for the net charge: -1.



What did the fourth record say?
This record from OMol25 describes C24H30BF2I2N2O3Se2Sn as an isolated structure. The level of theory is wB97M-V/def2-TZVPD.

Each line ends with the Mulliken charge.
CARTESIAN COORDINATES (ANGSTROEM)
Sn 0.793 0.415 -0.134  0.819
I -1.508 6.923 -4.399  -0.015
C -0.861 5.098 -3.555  -0.319
C -1.003 3.922 -4.271  -0.511
C -0.568 2.753 -3.682  -0.181
I -0.705 0.929 -4.700  0.058
C 0.027 2.686 -2.391  0.361
O 0.516 1.555 -1.996  -0.566
C 0.093 3.919 -1.678  0.884
C 0.645 3.971 -0.279  -1.663
N -0.027 3.086 0.673  0.195
C -1.437 3.313 0.988  -1.824
C -2.344 2.766 -0.084  1.182
C -3.105 3.634 -0.840  -0.957
C -3.884 3.191 -1.894  -0.292
C -3.853 1.832 -2.176  -0.787
C -3.107 0.994 -1.391  -0.210
N -2.375 1.419 -0.329  -0.008
C -0.327 5.094 -2.280  -0.548
H -1.439 3.909 -5.260  0.399
H 0.632 5.019 0.061  0.395
H 1.687 3.638 -0.308  0.410
H 0.504 3.088 1.533  0.214
H -1.673 4.378 1.138  0.351
H -1.632 2.787 1.918  0.496
H -3.063 4.688 -0.603  0.326
H -4.465 3.885 -2.486  0.433
H -4.407 1.418 -3.007  0.405
H -3.069 -0.067 -1.576  0.574
H -0.240 6.025 -1.732  0.361
O -0.964 -2.295 4.693  -0.595
C 0.191 -2.716 3.975  -0.721
C 1.512 -2.261 4.625  1.158
C 1.712 -3.016 5.953  -1.115
O 0.756 -2.678 6.942  -0.562
C 2.654 -2.578 3.668  -1.222
Se 2.567 -1.391 2.066  -0.104
C 1.524 -0.762 4.903  -1.051
Se 1.329 0.199 3.200  -0.039
H -1.296 -1.486 4.288  0.346
H 0.148 -2.369 2.941  0.296
H 0.179 -3.811 3.957  0.429
H 2.691 -2.773 6.375  0.425
H 1.696 -4.096 5.745  0.404
H -0.111 -2.649 6.513  0.397
H 2.595 -3.599 3.287  0.488
H 3.617 -2.434 4.157  0.444
H 2.463 -0.473 5.376  0.445
H 0.697 -0.464 5.542  0.477
F -1.732 0.585 1.854  -0.312
B -1.638 0.338 0.465  0.744
F -2.239 -0.891 0.190  -0.369
C 2.377 -4.472 -2.243  -1.630
C 1.436 -3.486 -2.947  2.209
C 2.063 -3.029 -4.271  -1.493
C 0.082 -4.159 -3.217  -1.591
C 1.209 -2.315 -2.087  0.063
C 0.953 -1.357 -1.384  -1.786
H 2.524 -5.366 -2.858  0.379
H 1.961 -4.769 -1.280  0.361
H 3.347 -4.005 -2.063  0.377
H 2.193 -3.880 -4.947  0.382
H 3.036 -2.571 -4.088  0.386
H 1.426 -2.285 -4.751  0.280
H 0.203 -5.037 -3.860  0.397
H -0.591 -3.452 -3.702  0.337
H -0.375 -4.466 -2.276  0.387

The HOMO-LUMO gap is 5.002 eV. The value obtained for the total energy is -7105.0328 Ha. Its HOMO energy is -2.94 eV. As for the net charge: -1.